Molecular formula: C17H27NO2
Method: DFT, ωB97M-V/def2-TZVPD

Structure (XYZ):
```
47
Properties=species:S:1:pos:R:3:forces:R:3:mulliken_charge:R:1
O 2.944 0.246 2.305 -0.8825 0.3329 -0.0230 -0.48
O -0.308 -0.923 -2.756 0.2800 0.2692 -0.5041 -0.68
C 3.447 0.045 -1.261 -0.1772 -0.6861 0.2509 -0.75
C 3.696 0.070 0.101 0.3068 0.0711 -0.8348 -0.74
C 2.201 -0.314 -1.750 0.1332 0.2771 -0.0158 -0.61
C 1.389 -0.412 0.516 -0.0471 -0.1352 0.5825 0.37
C 2.664 -0.069 1.008 -0.8626 0.2862 -0.6365 0.18
C 1.163 -0.585 -0.857 -0.4259 0.4754 0.1682 -0.54
N -0.947 2.049 0.061 -0.1968 -0.9546 1.0994 0.49
C -2.042 2.665 0.893 1.1581 -0.6962 -2.2351 -1.11
C 0.222 2.852 -0.283 -0.7677 0.3988 -0.1966 -1.01
C 1.373 0.113 4.118 0.5690 0.2285 0.1987 -1.06
C 1.927 1.017 3.003 0.2014 -0.8564 0.9007 0.03
C -1.446 1.203 -1.057 0.2263 1.0613 0.7174 -1.51
C -1.579 -3.191 -1.492 0.3536 -0.6804 -1.0568 -0.74
C -2.793 -2.475 -0.978 -0.3513 0.7004 1.0091 -0.62
C -0.263 -2.570 -0.989 -0.9006 -0.7047 -0.9684 -0.96
C -2.778 -0.942 -1.156 0.3585 -0.5860 0.0749 -1.37
C -0.224 -1.068 -1.336 0.6753 0.5146 -0.0268 1.06
C -1.441 -0.297 -0.746 -0.1855 -0.3399 0.7939 1.20
H -0.060 -0.007 -3.022 -0.2580 -1.0815 0.5050 0.57
H 4.226 0.224 -1.990 0.2296 0.0302 0.1936 0.40
H 4.706 0.194 0.419 0.4625 0.4316 0.5102 0.49
H 2.164 -0.356 -2.833 -0.6897 -0.2248 0.1378 0.45
H 0.547 -0.558 1.220 0.6627 0.1634 -0.4829 0.17
H -2.644 3.270 0.198 -0.2559 0.2509 0.4893 0.36
H -1.603 3.255 1.669 0.2104 0.4662 0.4117 0.35
H -2.675 1.900 1.344 0.1120 -0.1009 -0.1116 0.27
H 1.020 2.207 -0.677 -0.2155 0.1286 0.2147 0.20
H -0.080 3.551 -1.085 0.4834 0.2444 0.0917 0.41
H 0.631 3.438 0.568 -0.4148 -0.4476 -0.3674 0.29
H 0.933 -0.809 3.692 0.1655 0.5071 0.2411 0.26
H 0.624 0.654 4.723 0.2262 -0.2821 -0.2282 0.36
H 2.230 -0.167 4.777 -0.7663 0.0691 -0.4216 0.28
H 2.456 1.881 3.424 -0.1093 -0.1561 -0.0186 0.38
H 1.108 1.396 2.385 0.3299 -0.2580 -0.4546 -0.06
H -2.494 1.537 -1.243 0.6007 -0.2757 -0.3678 0.47
H -0.804 1.418 -1.936 -0.6043 0.0487 0.2494 0.23
H -1.694 -4.252 -1.197 0.4236 0.3955 -0.0119 0.39
H -1.575 -3.221 -2.615 0.0305 0.2622 0.8826 0.32
H -2.896 -2.712 0.110 -0.0108 0.2031 -0.6350 0.25
H -3.660 -2.875 -1.482 -0.4666 -0.1435 0.0090 0.37
H -0.217 -2.709 0.097 0.2634 0.1881 -0.1506 0.31
H 0.561 -3.126 -1.489 -0.2144 0.6600 0.5356 0.41
H -3.032 -0.697 -2.179 0.2160 0.0517 -0.5226 0.42
H -3.585 -0.493 -0.574 0.0522 0.0025 0.2048 0.41
H -1.393 -0.356 0.354 0.0723 -0.1090 -0.2013 0.07
```
Positions in Å, forces in eV/Å.

Calculated values
Largest force on an atom ... 2.61 eV/Å
Structure (SMILES) ... CCOc1cccc([C@@]2(O)CCCC[C@@H]2CN(C)C)c1
E_LUMO ... 0.752 eV
HOMO-LUMO gap ... 8.76 eV


Molecular formula: C5H8O
Method: DFT, ωB97M-V/def2-TZVPD

Structure (XYZ):
```
14
Properties=species:S:1:pos:R:3:forces:R:3:mulliken_charge:R:1
C -2.289 0.640 0.030 -0.0187 0.2495 -0.0118 -0.62
O -1.320 -0.259 0.527 0.3807 0.3276 0.6051 -0.35
C -0.028 -0.255 -0.025 0.3591 -0.0061 -0.2122 0.04
C 0.840 -1.272 0.705 0.0125 -0.5121 0.0754 -0.54
C 1.411 0.044 0.437 -0.9764 0.4215 -0.6578 0.25
C 2.299 0.543 -0.426 -0.3138 0.3282 0.1172 -0.76
H -2.399 1.478 0.721 -0.0155 0.1596 -0.0940 0.23
H -2.050 1.026 -0.969 0.1324 -0.0955 0.1072 0.30
H -3.253 0.118 -0.034 0.3195 0.0075 0.0825 0.21
H -0.060 0.038 -1.067 -0.1485 -1.0528 -0.6105 0.31
H 1.841 0.960 -1.315 0.1677 1.1072 0.1289 0.20
H 0.360 -1.447 1.664 0.1312 -0.1623 -0.0598 0.21
H 1.264 -2.134 0.206 0.1259 -0.0954 0.1936 0.25
H 3.384 0.519 -0.455 -0.1562 -0.6768 0.3360 0.27
```
Positions in Å, forces in eV/Å.

Calculated values
Largest force on an atom ... 1.25 eV/Å
Structure (SMILES) ... C=C1C[C@H]1OC
E_LUMO ... 0.673 eV
HOMO-LUMO gap ... 8.90 eV


Molecular formula: C12H14ClNO9P2RuS
Method: DFT, ωB97M-V/def2-TZVPD

Structure (XYZ):
```
41
Properties=species:S:1:pos:R:3:forces:R:3:mulliken_charge:R:1
Ru 0.510 -0.334 0.477 0.2944 -1.2211 -0.5545 0.99
C 2.944 -0.063 -3.365 0.0528 -0.0236 0.0207 -1.89
C 2.160 0.845 -2.420 0.0852 -0.2431 -0.1390 0.92
O 2.335 2.180 -2.832 0.1539 0.0703 0.1788 -0.59
P 0.385 0.447 -2.452 -0.7444 0.6371 -0.0819 1.29
O -0.169 0.480 -3.927 0.3115 -0.3891 -0.0170 -0.54
O -0.249 1.756 -1.870 -0.1380 0.1985 -0.2899 -0.55
O 0.040 -0.781 -1.660 0.0731 0.1144 0.0059 -0.60
P 2.662 0.546 -0.686 0.1528 0.0138 -0.5334 1.32
O 4.160 1.006 -0.699 0.0384 -0.0591 0.1443 -0.59
O 1.782 1.329 0.279 -0.3508 0.3655 -0.0681 -0.62
O 2.396 -0.927 -0.362 -0.2901 -0.0336 0.2695 -0.73
H 2.732 0.233 -4.391 -0.0265 -0.0063 -0.0085 0.44
H 2.681 -1.110 -3.214 -0.0020 -0.0011 0.0063 0.43
H 4.014 0.050 -3.194 0.0034 0.0457 -0.0340 0.42
H 1.879 2.772 -2.217 -0.0524 0.0119 -0.0865 0.40
H 0.033 -0.284 -4.483 -0.0242 -0.0277 -0.0399 0.38
H -0.929 1.550 -1.187 0.2472 -0.0596 0.2645 0.44
H 4.531 1.291 0.146 0.0558 -0.0071 0.0295 0.39
Cl -6.987 -0.567 1.000 0.1111 0.0162 -0.0285 -0.19
C -5.290 -0.302 0.775 -0.2349 0.0486 -0.0797 0.10
C -4.847 0.487 -0.292 0.0945 0.0524 -0.0892 -0.80
C -3.505 0.728 -0.484 -0.1479 0.1068 -0.0518 -0.46
C -2.547 0.190 0.382 0.2588 -0.0925 -0.1536 0.83
O -1.273 0.506 0.171 -0.2147 0.7818 0.4946 -0.92
C -3.001 -0.626 1.430 -0.3815 -0.1324 -0.0794 0.56
C -2.074 -1.231 2.315 0.2892 0.1789 0.1113 -0.20
O -0.846 -1.129 2.204 -0.0556 -0.8149 -0.0495 -0.55
C -4.381 -0.855 1.627 0.2809 -0.0205 0.0697 -0.94
H -5.577 0.907 -0.971 0.0121 0.0224 -0.0093 0.44
H -3.171 1.345 -1.309 -0.0806 0.0194 -0.0182 0.43
H -2.475 -1.798 3.166 0.0351 0.0232 0.0290 0.41
H -4.716 -1.470 2.452 0.0558 -0.0235 0.0149 0.42
S 3.035 -2.031 3.745 0.0791 -0.0478 0.1317 -0.08
C 2.268 -0.601 4.279 0.0053 0.0402 0.0455 -0.23
C 1.554 -0.053 3.274 0.0532 0.0734 -0.1168 -0.86
N 1.622 -0.766 2.097 0.2333 0.2889 0.8835 0.59
C 2.377 -1.836 2.212 -0.1754 0.1426 -0.1796 -0.17
H 2.385 -0.235 5.284 -0.0058 -0.0005 0.0156 0.44
H 0.975 0.855 3.310 -0.0185 -0.0104 0.0062 0.46
H 2.576 -2.504 1.391 -0.0337 -0.0381 -0.0134 0.38
```
Positions in Å, forces in eV/Å.

Calculated values
Largest force on an atom ... 1.37 eV/Å
Total charge ... +1
Spin multiplicity ... 2
E_LUMO (spin up / spin down) ... -4.003 / -4.256 eV
HOMO-LUMO gap (spin up / spin down) ... 7.33 / 7.15 eV


Molecular formula: C29H73BrN2NbO20S6
Method: DFT, ωB97M-V/def2-TZVPD

Structure (XYZ):
```
132
Properties=species:S:1:pos:R:3:forces:R:3:mulliken_charge:R:1
C -4.025 0.158 -5.080 -0.8953 -0.1114 -0.2467 -1.04
C -5.226 0.588 -5.931 0.7497 -0.2198 -0.5254 -0.68
C -5.211 2.079 -6.282 -0.1902 0.2901 0.4763 -0.64
C -4.752 2.983 -5.126 -0.7758 0.0373 0.2149 1.09
C -5.801 2.832 -3.970 0.7383 0.1591 0.0033 -1.64
Nb -4.348 5.154 -5.664 -0.1693 -1.2406 -0.5150 -1.20
C -5.934 5.247 -7.243 -0.2676 -0.1459 0.6290 -0.80
C -7.230 5.790 -6.791 -0.2901 0.2483 0.1603 0.83
C -8.155 4.921 -5.972 0.2730 -0.4422 -0.7172 -1.28
N -7.562 6.971 -7.120 -0.1258 0.5799 -0.1690 -0.85
O -2.901 5.174 -4.114 -0.9742 -0.2381 0.1897 -0.56
N -3.360 4.679 -2.946 0.6711 0.2007 0.0531 0.43
O -2.584 4.813 -2.048 -0.1560 -0.0920 -0.2017 -0.48
C -2.676 4.520 -7.115 -0.2746 1.6587 -0.1728 -0.38
Br -3.219 4.293 -9.008 0.0920 -0.3824 0.0043 -0.28
C -1.572 5.610 -7.099 0.1389 -1.2369 -0.0707 -0.37
C -0.183 4.980 -7.269 -0.4424 0.5672 -0.1320 -1.26
H -3.846 -0.901 -5.236 0.2577 -0.1732 0.1338 0.47
H -3.159 0.740 -5.361 0.4076 -0.0667 0.0010 0.20
H -4.257 0.319 -4.033 0.2821 0.0390 0.2621 0.16
H -6.154 0.272 -5.467 -0.2223 0.1266 0.2921 0.30
H -5.176 0.028 -6.864 -0.1041 -0.0851 -0.2202 0.51
H -6.233 2.369 -6.513 -0.2034 0.0930 -0.1883 0.00
H -4.657 2.274 -7.196 0.3672 -0.1841 -0.1413 0.12
H -3.822 2.607 -4.703 0.3614 0.0178 -0.1740 0.72
H -5.441 2.148 -3.202 0.0435 -0.2075 0.0837 0.20
H -6.740 2.426 -4.335 -0.2577 0.1532 -0.1082 0.47
H -5.957 3.775 -3.467 -0.3833 0.1573 0.1874 0.42
H -3.884 6.902 -5.992 0.2527 0.2317 0.0269 0.02
H -5.581 5.779 -4.469 -0.0900 0.5050 -0.1384 0.05
H -5.563 5.936 -7.997 0.4388 0.2060 -0.0562 0.60
H -6.115 4.297 -7.749 0.2884 -0.3008 0.1732 0.48
H -8.091 5.141 -4.916 0.0142 0.0687 0.2364 0.26
H -7.909 3.877 -6.143 0.0866 -0.2397 0.2605 0.17
H -9.158 5.056 -6.358 -0.3610 0.1657 0.2062 0.52
H -8.474 7.208 -6.729 0.0106 -0.0241 0.0273 0.25
H -2.263 3.569 -6.809 -0.0012 -0.4004 0.0153 0.43
H -1.623 6.183 -6.183 0.0240 0.0781 0.3003 0.28
H -1.794 6.281 -7.917 0.0507 0.4091 -0.0341 0.50
H 0.576 5.657 -6.886 0.3233 0.0084 -0.1622 0.38
H -0.031 4.768 -8.322 0.3023 -0.0495 -0.1812 0.27
H -0.120 4.043 -6.735 0.0727 -0.2232 0.2956 0.34
O -2.073 -1.140 -2.028 -0.3053 -0.1788 -0.0802 -0.64
S -1.657 -1.053 -0.665 0.5878 0.4399 0.1210 1.14
O -2.571 -1.355 0.398 -0.1816 -0.1325 -0.0453 -0.51
O -1.034 0.392 -0.423 0.0283 -0.2516 0.0792 -0.13
C -1.826 1.536 -0.829 -0.3932 0.5709 -0.1275 -0.33
C -2.933 1.857 0.154 -0.0769 -0.2463 0.1049 -0.95
C -0.178 -1.974 -0.426 0.0054 -0.0204 0.0221 -1.09
H -2.221 1.375 -1.833 0.0531 -0.1465 0.0099 0.28
H -1.126 2.367 -0.886 0.1495 -0.1347 0.0281 0.21
H -3.695 1.077 0.159 -0.0067 0.0022 -0.0298 0.21
H -3.409 2.798 -0.119 0.0958 0.0305 -0.0735 0.41
H -2.536 1.937 1.167 0.0325 0.0679 -0.0165 0.30
H 0.530 -1.707 -1.204 0.0170 0.0209 0.0187 0.34
H -0.433 -3.029 -0.493 -0.0839 0.0169 -0.0179 0.46
H 0.223 -1.746 0.557 0.0259 0.0126 -0.0141 0.28
O 4.823 -0.792 1.588 0.1074 -0.4047 0.0577 -0.57
S 4.011 -0.801 0.412 0.1361 0.6362 -0.5258 1.17
O 2.880 -1.673 0.305 0.0172 -0.1861 0.2589 -0.46
O 4.956 -1.020 -0.853 -0.1047 0.1067 0.0432 -0.32
C 5.849 -2.150 -0.829 0.2918 -0.5233 -0.0429 -0.30
C 5.140 -3.454 -1.140 -0.2162 0.0374 0.1115 -0.98
C 3.501 0.839 0.037 -0.0187 0.0229 -0.0739 -1.10
H 6.363 -2.197 0.133 -0.1063 0.1072 0.0513 0.26
H 6.600 -1.943 -1.590 -0.0923 0.2007 -0.0317 0.32
H 4.446 -3.726 -0.346 0.0253 -0.0010 0.0094 0.24
H 5.867 -4.259 -1.250 0.0519 0.0434 -0.0179 0.40
H 4.565 -3.366 -2.062 0.0640 -0.0035 -0.0416 0.28
H 4.368 1.492 0.078 0.0092 -0.0107 0.0312 0.34
H 2.773 1.128 0.793 0.0309 -0.0500 0.0564 0.34
H 3.047 0.847 -0.950 -0.0103 -0.0325 0.0060 0.44
O 4.062 -2.629 7.446 0.2493 0.0529 -0.0553 -0.69
S 3.700 -3.721 6.594 -0.6132 -0.1466 -0.1216 1.21
O 4.657 -4.270 5.681 0.0270 0.1187 0.2040 -0.50
O 2.380 -3.343 5.799 0.0616 -0.1535 0.2414 -0.28
C 2.381 -2.092 5.070 0.0904 0.5380 -0.4512 -0.52
C 3.153 -2.193 3.770 0.0542 -0.2222 0.2486 -0.30
C 3.013 -5.023 7.560 -0.0273 -0.0347 0.0320 -1.05
H 2.769 -1.293 5.703 0.0167 -0.1169 0.1095 0.31
H 1.336 -1.867 4.871 -0.0633 -0.2131 0.1297 0.31
H 4.219 -2.331 3.954 0.0030 0.0330 -0.0374 -0.09
H 3.029 -1.286 3.185 -0.0743 0.0667 0.0477 0.15
H 2.813 -3.046 3.183 -0.0515 0.0564 -0.0458 0.34
H 2.257 -4.606 8.220 -0.0029 0.0216 -0.0134 0.36
H 3.825 -5.459 8.137 0.0419 0.0352 -0.0286 0.38
H 2.585 -5.764 6.891 0.0160 0.0104 -0.0230 0.31
O 4.060 1.426 3.296 -0.3486 0.1354 -0.0639 -0.50
S 4.435 1.504 4.674 0.5184 0.0841 0.1679 1.09
O 3.495 1.171 5.698 -0.1872 -0.0682 -0.1020 -0.62
O 5.030 2.955 4.961 0.0889 -0.2003 -0.0097 -0.30
C 4.231 4.091 4.575 -0.3904 0.4888 -0.0665 -0.29
C 3.106 4.366 5.552 -0.0619 -0.2300 0.0637 -0.99
C 5.917 0.593 4.931 0.0698 0.0137 0.0152 -0.63
H 3.853 3.951 3.561 0.0473 -0.1501 0.0138 0.26
H 4.920 4.934 4.550 0.1708 -0.1435 0.0390 0.29
H 2.358 3.574 5.527 0.0006 0.0123 -0.0211 0.28
H 2.615 5.307 5.304 0.0593 0.0246 -0.0354 0.40
H 3.489 4.423 6.571 0.0287 0.0677 -0.0129 0.27
H 6.640 0.881 4.173 -0.0257 0.0021 -0.0243 0.32
H 5.664 -0.461 4.834 -0.0702 0.0156 -0.0178 0.04
H 6.286 0.803 5.931 -0.0368 -0.0046 0.0159 0.39
O -7.851 -2.240 1.099 -0.0953 0.2000 0.0100 -0.64
S -7.598 -2.692 2.431 0.3892 -0.4043 0.0763 1.27
O -7.943 -1.876 3.554 -0.1367 0.1303 -0.0590 -0.62
O -6.077 -3.134 2.550 -0.2234 -0.1083 0.0209 -0.29
C -5.060 -2.192 2.131 0.4802 0.4944 -0.0845 -0.28
C -4.820 -1.111 3.165 -0.2467 0.0513 0.1095 -1.05
C -8.302 -4.292 2.651 -0.0098 -0.0690 0.0045 -0.94
H -5.319 -1.765 1.163 -0.1401 -0.0956 0.0026 0.35
H -4.155 -2.777 1.991 -0.1345 -0.1993 -0.0024 0.21
H -5.683 -0.451 3.257 0.0104 0.0046 -0.0211 0.32
H -3.958 -0.510 2.876 0.0339 -0.0761 -0.0702 0.38
H -4.639 -1.551 4.146 0.0710 -0.0187 -0.0216 0.31
H -8.003 -4.923 1.819 0.0150 0.0144 -0.0076 0.31
H -9.383 -4.169 2.665 0.0033 0.0614 -0.0092 0.37
H -7.956 -4.699 3.597 0.0063 0.0229 0.0076 0.31
O 8.303 -7.522 2.469 -0.1955 -0.0522 -0.0059 -0.65
S 8.748 -7.408 3.824 0.4140 0.2716 0.1281 1.22
O 7.888 -7.772 4.905 -0.1418 -0.1152 -0.0844 -0.60
O 9.299 -5.935 4.061 0.0907 -0.1950 -0.0166 -0.26
C 8.440 -4.828 3.707 -0.4185 0.5675 -0.0324 -0.47
C 7.359 -4.574 4.739 0.2527 -0.3352 -0.0326 -0.70
C 10.287 -8.244 4.009 0.0663 -0.0009 -0.0078 -0.94
H 8.012 -4.994 2.717 0.0596 -0.1717 0.0111 0.36
H 9.099 -3.964 3.634 0.1967 -0.1553 0.0276 0.27
H 6.639 -5.386 4.764 -0.0567 0.0158 -0.0222 0.36
H 6.823 -3.657 4.508 0.0162 0.0257 -0.0543 0.20
H 7.794 -4.490 5.735 0.0055 0.0826 -0.0121 0.24
H 10.954 -7.932 3.211 -0.0107 0.0139 -0.0045 0.31
H 10.084 -9.311 3.941 -0.0627 0.0087 -0.0070 0.37
H 10.701 -8.002 4.984 -0.0249 0.0070 0.0097 0.31
```
Positions in Å, forces in eV/Å.

Calculated values
Largest force on an atom ... 1.69 eV/Å
Total charge ... -1
E_LUMO ... 1.331 eV
HOMO-LUMO gap ... 6.13 eV